#a
This record from the Open Molecules 2025 dataset describes H30O15 as an isolated structure. The level of theory is ωB97M-V/def2-TZVPD.

Geometry as ORCA input:
```
! wB97M-V def2-TZVPD RIJCOSX def2/J DEFGRID3
* xyz 0 1
O 3.660 1.463 -1.672
O -0.406 -1.000 3.259
O 1.547 -2.589 1.640
O -1.065 -2.664 -0.781
O 3.354 4.088 0.914
O 2.139 -1.766 -0.560
O -0.985 0.786 -0.789
O -2.719 2.993 1.664
O -2.408 -0.072 -1.073
O -3.816 -0.955 0.278
O 4.033 -0.976 -0.015
O 1.694 2.192 -3.463
O 0.670 -4.035 -0.925
O 0.363 1.365 2.733
O -5.781 1.273 -1.414
H -0.649 -0.027 -0.520
H -1.021 -0.356 2.930
H -3.990 -1.667 -0.337
H 1.503 -2.981 2.452
H 1.903 2.104 -2.532
H 0.623 -2.321 1.348
H 0.743 2.498 -3.608
H -1.606 -2.035 -1.163
H -0.952 -2.460 0.132
H 3.209 0.585 -1.401
H -5.317 0.480 -1.096
H 0.039 2.203 3.038
H 0.687 -3.219 -1.436
H 4.422 -1.831 0.313
H 1.253 -1.680 -0.778
H -0.348 1.477 -0.585
H 3.698 4.094 1.822
H 3.489 -0.554 0.748
H 0.804 0.966 3.388
H 1.506 -4.492 -1.203
H -2.729 0.774 -1.460
H -3.281 2.230 1.495
H -2.078 -0.431 -1.832
H 3.426 3.170 0.632
H 3.267 2.107 -1.027
H 2.477 -1.921 -1.493
H -0.230 -0.580 4.156
H -6.463 0.871 -2.023
H -4.708 -0.622 0.426
H -1.912 2.798 1.242
*
```

Results
Orbital gap, eV: 8.2
E_HOMO, eV: -8.463

Löwdin charges in e: -0.0840, -0.0752, -0.0372, 0.0060, -0.0542, -0.1078, -0.0828, -0.0263, -0.1418, -0.0596, -0.1429, -0.0941, -0.1017, 0.0005, -0.0785, 0.0249, 0.0151, 0.0452, -0.0146, -0.0295, 0.0492, 0.0692, -0.0103, 0.0442, 0.0634, -0.0056, 0.0490, -0.0017, 0.0770, -0.0326, 0.0581, 0.0462, 0.0955, -0.0385, 0.0750, 0.1278, 0.0363, 0.0188, 0.0058, 0.0304, 0.1110, 0.0774, 0.0711, 0.0336, -0.0119



#b
This record from the Open Molecules 2025 dataset describes a 15-piece molecular cluster, H30O15 overall. The level of theory is ωB97M-V/def2-TZVPD.

Geometry as ORCA input:
```
! wB97M-V def2-TZVPD RIJCOSX def2/J DEFGRID3
* xyz 0 1
O 0.290 0.894 3.268
O -1.339 0.577 -3.083
O 1.362 -2.527 -1.292
O -2.510 -1.975 -1.489
O 1.633 0.311 -2.235
O 2.801 1.962 -0.557
O 2.534 0.395 1.874
O -0.711 -4.352 -0.486
O -2.710 0.436 -0.236
O -1.304 2.428 1.434
O 0.009 -0.281 0.093
O 0.222 -2.259 1.978
O -0.288 2.142 -1.034
O -2.194 -0.688 2.225
O 1.353 3.446 1.385
H 1.590 3.217 2.245
H -1.842 -2.184 -2.112
H 1.516 -0.422 -1.656
H -2.718 -0.334 -0.820
H 1.137 0.746 2.881
H -2.597 -0.013 0.626
H -3.302 -2.509 -1.660
H 0.916 -2.493 2.629
H -0.673 -0.662 -0.413
H -1.036 3.332 1.714
H 1.663 -3.421 -1.026
H 1.755 -2.334 -2.179
H -0.342 3.067 -1.066
H -2.490 -0.755 3.154
H 3.690 2.158 -0.757
H -0.832 0.857 -3.844
H -0.936 2.299 0.583
H 2.453 -0.236 1.190
H -0.797 1.834 -1.805
H -1.237 -0.392 -3.102
H 0.365 -1.521 1.421
H 2.565 1.334 -1.204
H 1.514 2.683 0.811
H 2.969 1.134 1.466
H -1.614 -4.386 -0.711
H 0.032 0.645 -0.170
H 0.007 1.421 2.567
H -0.396 -3.498 -0.671
H 0.800 0.865 -2.130
H -1.286 -0.932 2.214
*
```

Results
Orbital gap, eV: 9.2
E_HOMO, eV: -9.774

Löwdin charges in e: -0.0325, -0.0228, -0.0690, -0.0081, -0.0548, -0.0131, -0.0116, -0.0151, -0.0795, -0.0495, -0.0233, -0.0451, -0.0410, -0.0441, -0.0272, 0.0080, 0.0270, -0.0153, -0.0291, -0.0428, -0.0017, 0.0945, 0.0779, 0.0042, 0.0676, 0.0765, 0.0728, 0.0720, 0.0817, 0.0462, 0.0652, -0.0560, 0.0234, 0.0478, 0.0572, -0.0481, -0.0318, -0.0056, 0.0240, 0.0033, 0.0092, -0.0573, -0.0499, 0.0428, -0.0271



#c
This record from the Open Molecules 2025 dataset describes a 15-piece molecular cluster, H30O15 overall. The level of theory is ωB97M-V/def2-TZVPD.

Geometry as ORCA input:
```
! wB97M-V def2-TZVPD RIJCOSX def2/J DEFGRID3
* xyz 0 1
O -0.870 2.534 0.913
O -1.030 -3.654 3.010
O -2.738 -1.517 -2.692
O 1.156 3.794 1.418
O 3.222 2.998 -0.248
O -1.480 1.218 -1.643
O 1.409 1.018 3.246
O -0.033 -2.218 2.248
O 5.801 -1.270 -0.756
O -2.966 -2.775 -0.614
O -3.361 1.301 -1.974
O 2.350 -2.545 0.251
O 3.291 -1.031 -3.091
O -4.486 1.347 0.992
O 0.836 -0.576 -0.801
H -1.433 2.933 0.240
H -1.267 2.102 -1.965
H 0.075 -0.481 -0.217
H 1.081 3.683 0.464
H 3.002 -1.867 0.041
H -3.338 2.249 -2.146
H -2.607 -2.248 0.109
H -0.227 -4.102 2.722
H -3.372 -2.150 -2.338
H -3.153 -3.631 -0.210
H 2.819 3.215 -1.096
H -1.483 2.284 1.613
H -0.620 0.818 -1.473
H 3.310 -0.071 -3.010
H -3.524 1.307 1.021
H 4.939 -1.197 -0.329
H -0.332 -1.526 2.849
H 0.598 1.289 2.801
H 3.270 -1.343 -2.180
H 2.036 4.167 1.543
H 0.527 -1.169 -1.495
H 1.525 -2.195 -0.105
H -3.162 -0.662 -2.560
H 0.450 -1.742 1.563
H -4.703 2.130 1.512
H -1.356 -3.222 2.212
H 1.414 0.058 3.162
H 5.807 -0.549 -1.395
H 2.846 2.140 -0.022
H -4.223 1.157 -1.569
*
```

Results
Orbital gap, eV: 9.1
E_HOMO, eV: -9.816

Löwdin charges in e: -0.0529, -0.1020, -0.0815, -0.0906, -0.0492, -0.0947, -0.0433, -0.1005, -0.0398, -0.0519, -0.1024, -0.0423, -0.0413, -0.0445, -0.0419, 0.0421, 0.0604, 0.0461, 0.0070, 0.0099, 0.0642, 0.0419, 0.0591, 0.0093, 0.0604, 0.0429, 0.0401, 0.0162, 0.0361, 0.0126, 0.0067, 0.0804, 0.0091, -0.0007, 0.0397, 0.0810, -0.0133, -0.0048, 0.0252, 0.0452, 0.0187, 0.0148, 0.0373, 0.0375, 0.0535



#d
This record from the Open Molecules 2025 dataset describes a 15-piece molecular cluster, H30O15 overall. The level of theory is ωB97M-V/def2-TZVPD.

Geometry as ORCA input:
```
! wB97M-V def2-TZVPD RIJCOSX def2/J DEFGRID3
* xyz 0 1
O 1.097 1.563 -2.003
O -2.374 -1.067 -0.576
O -2.821 1.685 -0.162
O -0.904 -2.636 1.317
O 2.969 -0.883 -1.000
O -1.679 -0.386 -3.250
O 0.834 2.233 2.488
O -0.463 2.951 0.128
O 0.340 0.021 0.117
O -1.265 0.124 2.346
O -1.907 2.570 3.172
O 2.056 -0.486 2.193
O 0.844 -1.224 -2.623
O -0.320 -3.426 -1.464
O 3.258 1.475 0.452
H 3.486 -1.519 -0.519
H -1.862 -0.606 2.054
H -0.136 -3.120 1.114
H -1.633 1.734 2.781
H 0.293 1.800 -2.413
H -3.043 -1.388 -0.033
H 3.581 -0.453 -1.590
H -2.426 -1.705 -1.313
H -0.933 -1.017 -3.264
H -0.002 2.355 0.721
H 1.075 -0.571 -3.323
H 2.798 -1.153 2.460
H -3.396 1.895 -0.879
H -1.031 -0.154 3.242
H 1.623 -0.727 1.357
H -2.515 0.744 -0.235
H -0.220 0.000 0.864
H 0.994 1.316 2.503
H -1.930 -0.356 -4.170
H -0.061 -0.561 -0.513
H -1.186 2.867 3.664
H -1.300 -2.470 0.504
H 1.497 2.771 1.967
H -1.340 2.615 0.144
H 0.850 1.234 -1.157
H 3.175 0.844 -0.246
H 0.207 -2.821 -1.966
H 1.507 -1.044 -1.988
H 2.741 1.086 1.173
H -0.479 -4.111 -2.075
*
```

Results
Orbital gap, eV: 8.8
E_HOMO, eV: -9.146

Löwdin charges in e: -0.0291, -0.0270, -0.0409, -0.0059, -0.0171, -0.0481, -0.0446, -0.0502, -0.0316, -0.0481, -0.0488, -0.0934, -0.0769, -0.0088, -0.0505, 0.0780, 0.0798, 0.0178, -0.0415, 0.0183, 0.0393, 0.0816, 0.0753, 0.0096, -0.0248, 0.0942, 0.1233, 0.0428, 0.0982, 0.0050, 0.0238, -0.0200, -0.0302, 0.0386, 0.0263, -0.0169, -0.0535, 0.1007, -0.0413, -0.0392, -0.0368, -0.0146, -0.0305, -0.0120, 0.0298



On energetic grounds, #d is preferred over the next structure by 11.6 kJ/mol.



#a
This record from the Open Molecules 2025 dataset describes an isolated ion of composition C6H8N and charge +1. The level of theory is ωB97M-V/def2-TZVPD.

Geometry as ORCA input:
```
! wB97M-V def2-TZVPD RIJCOSX def2/J DEFGRID3
* xyz 1 1
N -1.199 -1.358 -1.202
C -0.341 -0.729 -1.712
C 0.470 0.448 -1.456
C 1.203 0.187 1.025
C 0.169 0.721 0.070
C -1.674 -1.349 0.073
C -1.082 0.134 0.715
H 2.112 -0.388 0.587
H -1.169 0.561 1.733
H 0.693 -0.566 1.671
H 1.578 0.868 1.726
H 0.268 1.251 -2.224
H -0.039 1.857 0.313
H 1.531 0.138 -1.679
H -2.520 -1.776 0.358
*
```

Results
Orbital gap (alpha / beta), eV: 7.4 / 7.4
E_HOMO (alpha / beta), eV: -13.518 / -13.517

Löwdin charges in e: 0.1534, 0.1053, -0.0522, -0.0621, -0.3387, 0.0681, 0.1461, 0.1414, 0.1278, 0.0942, 0.0726, 0.1574, 0.1969, 0.1486, 0.0410



#b
This record from the Open Molecules 2025 dataset describes an isolated ion of composition C6H8N and charge +1. The level of theory is ωB97M-V/def2-TZVPD.

Geometry as ORCA input:
```
! wB97M-V def2-TZVPD RIJCOSX def2/J DEFGRID3
* xyz 1 1
N 0.264 1.048 -2.504
C 0.464 0.854 1.284
C -0.577 -1.389 1.920
C -0.160 -0.339 0.892
C -0.165 -0.515 -0.546
C 0.550 1.685 -3.560
C 0.108 0.292 -1.578
H -0.820 -2.336 1.345
H 0.777 1.459 0.421
H 0.838 1.238 2.246
H -1.658 -1.058 2.252
H -0.069 -1.486 -0.987
H 0.045 -1.521 2.780
H 0.973 1.325 -4.498
H 0.547 2.704 -3.399
*
```

Results
Orbital gap (alpha / beta), eV: 7.3 / 7.3
E_HOMO (alpha / beta), eV: -13.310 / -13.311

Löwdin charges in e: 0.1120, 0.1485, -0.0420, -0.2965, 0.0389, 0.1694, 0.0435, 0.0963, 0.0656, 0.0996, 0.1307, 0.1429, 0.0736, 0.1306, 0.0869



On energetic grounds, #b is preferred over the next structure by 225.4 kJ/mol.



#a
This record from the Open Molecules 2025 dataset describes an isolated ion of composition C6H8N and charge +1. The level of theory is ωB97M-V/def2-TZVPD.

Geometry as ORCA input:
```
! wB97M-V def2-TZVPD RIJCOSX def2/J DEFGRID3
* xyz 1 1
N -1.888 -0.949 -0.005
C -0.463 1.010 0.230
C 1.719 -0.598 0.644
C 1.285 -0.580 -0.822
C -1.897 0.479 -0.235
C -0.871 -1.494 0.324
C 0.307 -0.370 0.297
H 1.524 -1.491 -1.163
H 2.027 -1.521 1.096
H 1.612 0.319 -1.375
H -0.239 1.729 -0.517
H -1.970 0.715 -1.254
H -0.495 1.492 1.304
H -2.785 0.956 0.186
H 2.135 0.303 1.291
*
```

Results
Orbital gap, eV: 7.7
E_HOMO, eV: -15.792

Löwdin charges in e: 0.2015, -0.0331, -0.0521, -0.0241, -0.1005, 0.2784, -0.3186, 0.0816, 0.1194, 0.1440, 0.1066, 0.1149, 0.1669, 0.1396, 0.1755



#b
This record from the Open Molecules 2025 dataset describes a 2-piece molecular cluster, C6H8N overall. The level of theory is ωB97M-V/def2-TZVPD.

Geometry as ORCA input:
```
! wB97M-V def2-TZVPD RIJCOSX def2/J DEFGRID3
* xyz 1 1
N -0.755 -0.205 0.020
C -1.879 -0.048 -0.171
C -3.194 0.544 -0.023
C 2.164 1.954 0.059
C 1.768 -1.584 0.198
C 1.771 0.844 -0.140
C 1.415 -0.405 -0.537
H -3.844 -0.156 0.271
H 2.383 2.875 0.528
H 1.372 -2.502 -0.129
H -3.683 0.953 -0.980
H 1.150 -0.672 -1.484
H 1.600 -1.391 1.238
H 2.888 -1.454 0.441
H -3.156 1.246 0.709
*
```

Results
Orbital gap, eV: 9.7
E_HOMO, eV: -15.661

Löwdin charges in e: 0.2181, -0.1081, -0.0107, 0.2736, -0.0293, -0.0878, -0.0759, 0.0459, 0.0748, 0.0938, 0.1464, 0.1093, 0.1085, 0.1752, 0.0659



On energetic grounds, #b is preferred over the next structure by 118.7 kJ/mol.



#a
This record from the Open Molecules 2025 dataset describes a 2-piece molecular cluster, C10H10N2O2 overall. The level of theory is ωB97M-V/def2-TZVPD.

Geometry as ORCA input:
```
! wB97M-V def2-TZVPD RIJCOSX def2/J DEFGRID3
* xyz 0 1
O 0.219 -0.566 1.613
O 1.648 -4.997 0.584
N 0.939 -2.731 1.284
N -0.545 -4.233 0.474
C -0.346 1.811 -0.953
C -1.010 3.007 -0.641
C -0.058 -1.720 1.467
C 0.892 4.296 -1.437
C -1.573 -3.493 0.912
C 1.668 3.262 -1.631
C -1.371 -2.242 1.276
C 0.944 2.026 -1.513
C -0.499 4.168 -0.983
C 0.820 -4.061 0.852
H 1.614 1.080 -1.618
H 2.695 3.297 -1.888
H -0.843 -5.254 0.695
H 1.801 -2.339 1.821
H -0.711 0.908 -0.567
H -1.029 5.024 -0.570
H -1.858 2.961 -0.077
H -2.629 -3.914 0.855
H 1.379 5.251 -1.732
H -2.147 -1.543 1.776
*
```

Results
Orbital gap, eV: 9.1
E_HOMO, eV: -8.816

Löwdin charges in e: 0.0945, 0.0235, 0.1804, 0.0809, -0.0541, -0.1393, -0.4988, -0.1072, -0.1442, -0.1221, -0.0337, -0.0701, -0.0866, -0.4121, 0.1189, 0.0948, 0.1957, 0.2070, 0.0692, 0.1024, 0.0774, 0.1567, 0.1120, 0.1550



#b
This record from the Open Molecules 2025 dataset describes one molecule with the formula C10H10N2O2. The level of theory is ωB97M-V/def2-TZVPD.

Geometry as ORCA input:
```
! wB97M-V def2-TZVPD RIJCOSX def2/J DEFGRID3
* xyz 0 1
O -1.193 0.252 1.516
O 2.478 -1.753 -0.159
N 0.619 -0.685 0.512
N 0.323 1.612 0.227
C -0.650 -1.378 -0.372
C -0.229 0.438 0.748
C 1.908 -0.732 0.145
C 1.630 1.654 -0.047
C -0.053 -0.250 -0.927
C -0.698 0.949 -0.882
C 2.412 0.628 -0.099
C -1.977 -1.403 -0.079
C -2.073 0.861 -0.654
C -2.731 -0.257 -0.246
H -0.052 -2.311 -0.245
H -0.271 1.760 -1.381
H 2.108 2.611 -0.014
H -2.412 1.903 -0.328
H -3.738 -0.414 0.219
H 3.426 0.640 -0.358
H 0.393 -1.535 0.971
H 1.027 -0.400 -1.208
H -2.475 -2.249 0.233
H -0.115 2.448 0.574
*
```

Results
Orbital gap, eV: 5.9
E_HOMO, eV: -5.986

Löwdin charges in e: 0.0798, 0.1442, 0.0250, 0.0516, -0.1322, -0.5121, -0.5166, -0.0873, -0.1024, -0.2512, 0.0244, -0.0735, -0.0627, -0.0729, 0.1688, 0.1377, 0.1438, 0.1458, 0.1386, 0.1139, 0.1831, 0.1629, 0.0913, 0.2002



#c
This record from the Open Molecules 2025 dataset describes one molecule with the formula C10H10N2O2. The level of theory is ωB97M-V/def2-TZVPD.

Geometry as ORCA input:
```
! wB97M-V def2-TZVPD RIJCOSX def2/J DEFGRID3
* xyz 0 1
O -3.497 2.476 -0.384
O -2.699 1.157 -2.203
N -0.735 1.646 1.738
N -1.706 2.225 1.040
C 0.505 -1.879 -0.428
C 0.463 -2.697 -1.557
C 1.385 1.180 2.726
C -2.367 1.871 0.029
C -0.316 -0.762 -0.372
C -1.282 -1.235 -2.518
C -0.477 -2.349 -2.569
C 0.489 1.934 1.785
C -2.020 0.879 -1.238
C -1.166 -0.356 -1.388
H 1.241 -2.030 0.367
H -0.131 -0.237 0.538
H -0.844 -3.135 -3.118
H 1.119 1.484 3.769
H -3.948 3.008 0.262
H 1.099 -0.001 2.733
H 1.093 2.670 1.273
H 2.449 1.345 2.561
H -2.165 -1.144 -3.168
H 0.923 -3.644 -1.598
*
```

Results
Orbital gap, eV: 8.9
E_HOMO, eV: -9.007

Löwdin charges in e: 0.0676, 0.0914, -0.0057, 0.0809, -0.0745, -0.0468, -0.0993, -0.2687, -0.0442, -0.0071, -0.0769, -0.2367, -0.1899, -0.1272, 0.1072, 0.0672, 0.0751, 0.0774, 0.1119, 0.1188, 0.1102, 0.0573, 0.1251, 0.0869



On energetic grounds, #a is preferred over the next structure by 164.6 kJ/mol.